{"formula": "C18H34N4O3SeSiTa", "method": "ωB97M-V/def2-TZVPD", "total_charge": 3, "homo_lumo_gap_ev": [7.09, 7.09], "e_lumo_ev": [-10.852, -10.854], "species": ["Ta", "C", "C", "N", "C", "C", "C", "C", "C", "C", "C", "N", "C", "C", "N", "N", "H", "H", "H", "H", "H", "H", "H", "H", "H", "H", "H", "H", "H", "H", "H", "H", "H", "H", "C", "C", "C", "O", "C", "O", "O", "H", "H", "H", "H", "H", "H", "H", "C", "Si", "C", "C", "Se", "H", "H", "H", "H", "H", "H", "H", "H", "H"], "xyz": [[-0.159, 0.143, 0.530], [-0.277, 2.111, 2.907], [-1.234, 0.964, 3.263], [-1.080, -0.268, 2.407], [-0.190, -1.335, 3.092], [1.221, -1.396, 2.661], [2.133, -2.383, 3.171], [3.380, -2.490, 2.557], [3.678, -1.597, 1.465], [2.749, -0.660, 0.937], [2.798, -0.013, -0.425], [1.546, 0.839, -0.701], [1.657, 2.321, -0.375], [1.174, 2.728, 1.025], [-0.038, 2.111, 1.452], [1.549, -0.526, 1.595], [0.685, 2.015, 3.401], [-0.787, 3.035, 3.239], [-2.287, 1.344, 3.136], [-1.115, 0.660, 4.264], [-1.995, -0.664, 2.248], [-0.720, -2.305, 2.896], [-0.210, -1.287, 4.177], [1.895, -2.937, 4.072], [4.176, -3.213, 2.841], [4.737, -1.596, 1.139], [2.919, -0.729, -1.203], [3.628, 0.681, -0.511], [1.429, 0.712, -1.727], [1.088, 2.889, -1.112], [2.636, 2.676, -0.465], [1.011, 3.782, 1.020], [1.983, 2.522, 1.696], [-0.902, 2.540, 1.012], [0.460, -4.681, -0.251], [-0.342, -3.730, -1.178], [0.165, -3.901, -2.599], [-1.681, -4.192, -1.276], [-0.231, -2.307, -0.628], [-0.814, -1.832, 0.432], [0.525, -1.466, -1.211], [0.051, -5.706, -0.345], [0.342, -4.426, 0.793], [1.461, -4.640, -0.673], [0.074, -4.984, -2.781], [1.197, -3.578, -2.666], [-0.428, -3.320, -3.277], [-2.222, -4.131, -0.507], [-4.308, 2.789, -2.156], [-2.491, 2.897, -2.652], [-1.446, 4.490, -2.352], [-2.071, 2.181, -4.317], [-1.706, 1.121, -1.078], [-4.930, 3.451, -2.729], [-4.453, 2.929, -1.042], [-4.571, 1.709, -2.357], [-2.101, 5.318, -2.068], [-1.010, 4.788, -3.270], [-0.625, 4.453, -1.622], [-2.343, 2.883, -5.098], [-2.582, 1.220, -4.431], [-0.994, 1.989, -4.346]], "forces_ev_per_angstrom": [[-1.5, -2.2, -6.1], [-0.4, -0.2, 0.7], [-1.5, 0.9, -1.1], [1.8, 0.4, 1.9], [-1.9, -1.1, 0.3], [2.1, 0.0, -1.4], [-0.7, 1.7, -0.7], [0.3, 1.5, -1.3], [0.3, 0.3, 0.4], [-0.1, -1.9, 1.4], [0.1, 2.2, 1.0], [1.0, 0.2, 0.4], [-1.5, -0.1, -0.4], [1.3, 0.4, -1.2], [-2.7, -0.4, 0.3], [0.3, -2.1, 1.0], [0.1, 0.0, 0.1], [0.6, -0.2, -0.2], [0.9, -0.6, 0.1], [0.0, -0.1, 1.4], [-0.3, -0.4, 0.0], [0.8, 0.7, -0.1], [-0.3, 0.6, 0.3], [-0.2, -0.2, -0.3], [-0.9, 0.6, 0.0], [-0.9, -0.1, -0.4], [-0.2, -0.7, -0.5], [0.4, -0.1, 0.1], [-0.4, 0.3, 1.0], [-0.2, -0.4, -0.2], [1.7, 0.3, -0.2], [0.3, 1.0, 0.0], [0.2, -0.3, 0.8], [1.5, -0.3, 0.4], [-0.5, 0.0, -0.7], [-1.1, -1.3, 0.8], [0.4, 0.0, 0.7], [0.2, 0.7, -1.0], [1.1, 0.8, -1.7], [-0.7, -0.4, 0.6], [-0.7, 0.1, 1.5], [0.2, 0.6, -0.3], [0.4, 0.2, 0.4], [0.4, -0.3, 0.8], [0.1, 0.6, -0.3], [0.2, -0.1, -0.2], [-0.4, 0.1, -0.5], [-0.3, 0.1, 1.2], [1.1, -1.6, 1.4], [-0.1, 1.3, -0.5], [-0.9, -0.8, 1.2], [0.2, -0.7, 1.1], [0.7, -0.7, 1.0], [-0.3, 0.3, -0.2], [0.1, 0.1, -1.3], [0.0, 1.1, 0.0], [-0.1, -0.1, 0.2], [0.5, 0.1, -1.2], [-0.3, -0.2, -0.1], [-0.1, 0.1, -0.2], [0.0, 0.2, -0.3], [-0.1, 0.1, -0.2]], "mulliken_charge": [1.1032, -0.6973, -0.7209, -0.5123, -1.0450, 0.7393, -1.0000, -0.5046, -0.8482, 0.7301, -1.0307, -0.3876, -0.8098, -0.8409, -0.3625, 0.2627, 0.3772, 0.4613, 0.4670, 0.4098, 0.4274, 0.4352, 0.6545, 0.5610, 0.4846, 0.4875, 0.5453, 0.6055, 0.3762, 0.2737, 0.5418, 0.6517, 0.3890, 0.5786, -1.4480, 1.4431, -1.5363, -0.5380, 0.3396, -0.6305, -0.6626, 0.3968, 0.3798, 0.3607, 0.4117, 0.3498, 0.4108, 0.3519, -0.9972, 0.4963, -1.0824, -1.0092, -0.0422, 0.4134, 0.3119, 0.3173, 0.4117, 0.4209, 0.2445, 0.4052, 0.3345, 0.3436]}